# 1
Here is a single C3H6O2 molecule from the Open Molecules 2025 dataset. Energies are from wB97M-V/def2-TZVPD.

As for the energy: -268.33742 Ha. The calculation puts the gap between HOMO and LUMO at 10.538 eV. The lowest unoccupied orbital energy comes out at 0.92 eV. Its SMILES is COCC=O. For the energy above the lowest of the compared OMol25 structures with the same formula, charge and spin, the calculation gives 42.55 kcal per mole. The total charge is 0.

Geometry as XYZ:
```
11
C3H6O2 (wB97M-V/def2-TZVPD)
C -1.50305 -0.71367 0.20297
C 0.04418 0.98979 0.13368
C 1.34080 0.23358 0.09908
H -2.52286 -0.97153 -0.19993
H -1.65188 -0.44152 1.31401
H -0.75644 -1.49749 0.20039
H 0.23854 1.94128 -0.38876
H -0.18701 1.15279 1.18087
H 2.17374 0.78139 0.49466
O -1.06907 0.42977 -0.48032
O 1.49586 -0.93266 -0.17164
```



# 2
Here is a molecular structure, C3H6O2 from the Open Molecules 2025 dataset. Energies are from wB97M-V/def2-TZVPD.

As for the energy: -268.28898 Ha. The calculation puts the gap between HOMO and LUMO at 10.474 eV. The lowest unoccupied orbital energy comes out at 0.82 eV. For the energy above the lowest of the compared OMol25 structures with the same formula, charge and spin, the calculation gives 72.95 kcal per mole. The total charge is 0.

Geometry as XYZ:
```
11
C3H6O2 (wB97M-V/def2-TZVPD)
O -1.06676 0.79858 -0.50368
C -0.97456 -0.43105 0.26283
C 0.47763 -0.78934 0.04462
C 0.93274 0.56944 -0.39014
O 1.43724 1.39813 0.45025
H -0.58530 1.57263 0.29750
H -1.67955 -1.10690 -0.22972
H -1.30399 -0.29125 1.30347
H 0.64412 -1.51658 -0.75518
H 1.01645 -1.08733 0.94688
H 1.10196 0.88368 -1.42683
```



# 3
Here is a single C3H6O2 molecule from the Open Molecules 2025 dataset. Energies are from wB97M-V/def2-TZVPD.

As for the energy: -268.36530 Ha. The calculation puts the gap between HOMO and LUMO at 10.269 eV. The lowest unoccupied orbital energy comes out at 0.64 eV. Its SMILES is CC(=O)CO. For the energy above the lowest of the compared OMol25 structures with the same formula, charge and spin, the calculation gives 25.06 kcal per mole. The total charge is 0.

Geometry as XYZ:
```
11
C3H6O2 (wB97M-V/def2-TZVPD)
C 0.10441 -1.21988 -0.20329
C -0.13102 1.37049 0.00077
C 0.78453 0.17785 0.02462
O -1.28144 -1.23601 -0.03526
O 1.98330 0.25576 0.09083
H -1.30207 -0.88327 0.89639
H 0.62260 -1.94649 0.43778
H 0.30490 -1.48781 -1.24730
H -0.59791 1.47256 0.98082
H -0.92186 1.22375 -0.73142
H 0.43456 2.27307 -0.21394
```



# 4
Here is a single C3H6O2 molecule from the Open Molecules 2025 dataset. Energies are from wB97M-V/def2-TZVPD.

As for the energy: -268.36997 Ha. The calculation puts the gap between HOMO and LUMO at 11.944 eV. The lowest unoccupied orbital energy comes out at 1.00 eV. Its SMILES is CCOC=O. For the energy above the lowest of the compared OMol25 structures with the same formula, charge and spin, the calculation gives 22.13 kcal per mole. The total charge is 0.

Geometry as XYZ:
```
11
C3H6O2 (wB97M-V/def2-TZVPD)
C -1.11162 0.74072 0.04091
C 0.11574 0.33922 0.69591
C 1.23329 -1.15787 -0.78409
H -1.83262 1.12537 0.84086
H -0.92669 1.56007 -0.60084
H -1.59668 -0.09920 -0.45699
H 0.38580 1.12008 1.41454
H 0.08580 -0.55407 1.26275
H 1.93514 -1.05956 -1.62924
O 1.11254 0.11311 -0.22138
O 0.59929 -2.12785 -0.56243
```



# 5
Here is a single C3H6O2 molecule from the Open Molecules 2025 dataset. Energies are from wB97M-V/def2-TZVPD.

As for the energy: -268.34063 Ha. The calculation puts the gap between HOMO and LUMO at 10.693 eV. The lowest unoccupied orbital energy comes out at 0.74 eV. Its SMILES is O=CCCO. For the energy above the lowest of the compared OMol25 structures with the same formula, charge and spin, the calculation gives 40.53 kcal per mole. The total charge is 0.

Geometry as XYZ:
```
11
C3H6O2 (wB97M-V/def2-TZVPD)
C 0.62687 -0.45740 0.75488
C -0.62070 -0.29581 -0.13704
C -0.88347 0.97563 -0.64314
H 1.95603 -0.46173 -0.71112
H 0.51228 0.14515 1.66003
H 0.69662 -1.49178 1.10367
H -0.59977 -0.99651 -0.90044
H -1.46664 -0.59297 0.55783
H -0.63615 1.93179 0.00146
O 1.77404 0.14628 0.09302
O -1.35910 1.09733 -1.77916
```



# 6
Here is 2 unconnected molecules or ions with the total composition C3H6O2 from the Open Molecules 2025 dataset. Energies are from wB97M-V/def2-TZVPD.

As for the energy: -268.30758 Ha. The calculation puts the gap between HOMO and LUMO at 10.051 eV. The lowest unoccupied orbital energy comes out at 0.88 eV. Its SMILES is C=CO.C=O. For the energy above the lowest of the compared OMol25 structures with the same formula, charge and spin, the calculation gives 61.28 kcal per mole. The total charge is 0.

Geometry as XYZ:
```
11
C3H6O2 (wB97M-V/def2-TZVPD)
O 7.18317 -1.05957 1.41692
C 6.10957 -1.44076 1.77971
H 5.84205 -2.53685 1.83466
H 5.31163 -0.74036 2.04546
C -3.65126 -0.08471 -0.63470
C -3.54016 1.03017 -1.33979
O -3.18918 2.19755 -0.67269
H -4.18273 -0.96727 -0.99223
H -3.21127 -0.33064 0.29088
H -3.82602 1.12757 -2.39242
H -2.84580 2.80487 -1.33580
```



# 7
Here is a single C3H6O2 molecule from the Open Molecules 2025 dataset. Energies are from wB97M-V/def2-TZVPD.

As for the energy: -268.31597 Ha. The calculation puts the gap between HOMO and LUMO at 11.310 eV. The lowest unoccupied orbital energy comes out at 1.09 eV. Its SMILES is OC[C@H]1CO1. For the energy above the lowest of the compared OMol25 structures with the same formula, charge and spin, the calculation gives 56.01 kcal per mole. The total charge is 0.

Geometry as XYZ:
```
11
C3H6O2 (wB97M-V/def2-TZVPD)
C 0.87259 0.18857 0.70144
C -0.38957 0.54040 -0.04648
C -0.34822 0.70679 -1.48195
H -0.10115 -1.43831 1.19188
H 1.64527 -0.04814 -0.00400
H 1.40437 0.97388 1.33807
H -1.16298 1.00540 0.52925
H -1.12931 1.26566 -1.86002
H 0.62233 0.62448 -1.95329
O 0.65098 -0.88059 1.59907
O -0.91190 -0.49411 -0.88406
```



# 8
Here is a single C3H6O2 molecule from the Open Molecules 2025 dataset. Energies are from wB97M-V/def2-TZVPD.

As for the energy: -268.34658 Ha. The calculation puts the gap between HOMO and LUMO at 10.431 eV. The lowest unoccupied orbital energy comes out at 0.75 eV. Its SMILES is O=CCCO. For the energy above the lowest of the compared OMol25 structures with the same formula, charge and spin, the calculation gives 36.80 kcal per mole. The total charge is 0.

Geometry as XYZ:
```
11
C3H6O2 (wB97M-V/def2-TZVPD)
O -1.42264 0.49975 -0.91679
C -1.03232 -0.19597 0.24917
C 0.44819 -0.51859 0.11999
C 1.55066 0.56927 -0.02931
O 2.54087 0.24395 -0.64461
H -2.31817 0.83297 -0.78867
H -1.60696 -1.13720 0.35586
H -1.21328 0.39325 1.15874
H 0.60316 -1.11846 -0.78695
H 0.73926 -1.17028 0.95791
H 1.71121 1.60131 0.32466
```



# 9
Here is a single C3H6O2 molecule from the Open Molecules 2025 dataset. Energies are from wB97M-V/def2-TZVPD.

As for the energy: -268.36009 Ha. The calculation puts the gap between HOMO and LUMO at 10.492 eV. The lowest unoccupied orbital energy comes out at 0.74 eV. Its SMILES is O=CCCO. For the energy above the lowest of the compared OMol25 structures with the same formula, charge and spin, the calculation gives 28.32 kcal per mole. The total charge is 0.

Geometry as XYZ:
```
11
C3H6O2 (wB97M-V/def2-TZVPD)
O 2.37521 0.94520 0.87688
C 1.50077 0.25663 0.42967
C 0.05256 0.70164 0.36714
C -0.86600 -0.44388 0.00312
O -0.54266 -0.82763 -1.34731
H 1.69318 -0.73333 -0.01729
H -0.22088 1.23062 1.27800
H -0.00016 1.38549 -0.47677
H -0.70750 -1.32003 0.64015
H -1.92855 -0.17090 0.08431
H -1.35597 -1.02381 -1.83790
```



# 10
Here is a single C3H6O2 molecule from the Open Molecules 2025 dataset. Energies are from wB97M-V/def2-TZVPD.

As for the energy: -268.30257 Ha. The calculation puts the gap between HOMO and LUMO at 10.861 eV. The lowest unoccupied orbital energy comes out at 1.03 eV. Its SMILES is CO[C@H]1CO1. For the energy above the lowest of the compared OMol25 structures with the same formula, charge and spin, the calculation gives 64.42 kcal per mole. The total charge is 0.

Geometry as XYZ:
```
11
C3H6O2 (wB97M-V/def2-TZVPD)
C 1.78873 -0.33107 0.09251
O 0.42680 -0.73361 -0.03615
C -0.53246 0.22895 0.21850
C -1.78933 0.11161 -0.47626
O -1.82410 0.06049 0.93703
H 2.15713 0.23996 -0.77693
H 1.94997 0.27146 0.99301
H 2.37918 -1.24858 0.16009
H -2.15948 0.96699 -1.02688
H -0.12069 1.16283 0.58543
H -2.00203 -0.86511 -0.90825
```